DFT (wB97M-V/def2-TZVPD) results for C23H30AsN7O3STi as an isolated structure in a non-equilibrium geometry.

Summary:
Strongest force on any atom: 2.92 eV/A
Charge: -1
HOMO (spin up / spin down): -2.75 / -3.11 eV
Kohn-Sham gap (spin up / spin down): 4.89 / 5.25 eV
⟨S²⟩: 0.755
Energy: -4986.90277 Eh
Multiplicity: 2
ΔE to the lowest compared entry with this formula, charge and spin: 475.1 kJ/mol

Geometry as XYZ:
```
66
Properties=species:S:1:pos:R:3:mulliken_charge:R:1
Ti -0.67 -0.20 0.11 0.90
C -1.32 -1.44 3.15 -1.28
N -1.95 -0.52 2.19 -0.02
C -2.37 0.76 2.76 -1.52
C -1.42 1.88 2.48 0.29
N -0.29 1.75 1.87 0.27
C 0.23 3.03 1.79 0.22
C 1.40 3.48 1.18 -0.65
C 1.67 4.84 1.23 -0.63
C 0.80 5.73 1.86 -0.39
C -0.37 5.30 2.47 -1.18
C -0.63 3.94 2.42 0.75
N -1.67 3.16 2.89 0.04
C 0.17 -1.48 3.08 0.26
N 0.87 -0.69 2.36 0.48
C 2.19 -1.04 2.55 -0.07
C 3.35 -0.53 1.98 -0.51
C 4.55 -1.09 2.36 -0.64
C 4.61 -2.13 3.29 -0.34
C 3.47 -2.66 3.87 -1.06
C 2.26 -2.10 3.47 0.68
N 0.95 -2.36 3.81 -0.14
H -1.71 -2.45 2.98 0.47
H -1.60 -1.15 4.18 0.33
H -2.76 -1.00 1.81 0.41
H -2.50 0.67 3.85 0.46
H -3.33 1.05 2.33 0.49
H 2.06 2.79 0.68 0.39
H 2.56 5.23 0.76 0.39
H 1.03 6.79 1.87 0.35
H -1.05 5.99 2.94 0.38
H -2.50 3.48 3.35 0.23
H 3.28 0.26 1.24 0.42
H 5.47 -0.72 1.93 0.38
H 5.58 -2.54 3.56 0.35
H 3.52 -3.47 4.58 0.37
H 0.62 -3.06 4.45 0.19
N -1.31 0.35 -2.15 -0.19
C -2.13 1.43 -2.70 -1.11
C -2.29 2.80 -2.00 -0.49
C -2.79 2.63 -0.58 0.25
O -3.83 3.19 -0.19 -0.81
O -2.03 1.91 0.14 -0.11
H -0.38 0.45 -2.61 0.09
H -1.22 -1.64 -2.75 0.08
H -3.16 1.05 -2.79 0.26
H -1.78 1.64 -3.72 0.32
H -3.01 3.41 -2.55 0.27
H -1.33 3.33 -1.98 0.22
O 0.63 -1.36 -0.11 -1.04
N -3.44 -2.34 -0.57 -0.99
C -2.51 -1.68 -0.36 0.51
C 1.89 -2.22 -5.37 -1.04
As 0.35 -2.96 -4.49 0.48
C -1.17 -2.80 -5.66 -1.08
C 0.66 -4.84 -4.23 -1.02
S 0.07 -1.86 -2.47 0.07
H 2.12 -2.70 -6.32 0.39
H 2.73 -2.34 -4.68 0.35
H 1.69 -1.16 -5.51 0.33
H -1.05 -3.30 -6.62 0.39
H -1.34 -1.73 -5.81 0.35
H -2.02 -3.22 -5.13 0.37
H 0.83 -5.39 -5.16 0.39
H -0.22 -5.23 -3.72 0.33
H 1.52 -4.94 -3.58 0.34
```

---

DFT (wB97M-V/def2-TZVPD) results for a 2-piece molecular cluster, C5H15NO overall in a non-equilibrium geometry.

Summary:
Strongest force on any atom: 2.74 eV/A
Charge: 0
SMILES: CCN(C)CC.O
HOMO: -8.48 eV
Kohn-Sham gap: 9.28 eV
Energy: -329.45890 Eh
ΔE to the lowest compared entry with this formula, charge and spin: 127.9 kJ/mol

Geometry as XYZ:
```
22
Properties=species:S:1:pos:R:3:mulliken_charge:R:1
C 1.39 0.22 -0.12 -0.40
N 0.44 -0.75 0.36 -0.03
C -0.95 -0.26 0.13 -0.34
C -2.00 -1.34 0.46 -1.45
C 0.70 -1.21 1.72 -1.00
C 2.72 -0.34 -0.53 -1.25
H 0.96 0.74 -0.98 0.32
H 1.48 1.11 0.55 0.34
H -1.21 0.62 0.73 0.32
H -0.90 -0.20 -0.96 0.39
H -2.94 -0.81 0.29 0.40
H -2.04 -1.45 1.55 0.37
H -1.85 -2.31 0.00 0.36
H 1.68 -1.67 1.70 0.29
H 0.63 -0.38 2.44 0.35
H -0.03 -1.97 2.00 0.33
H 2.65 -1.06 -1.35 0.30
H 3.16 -0.97 0.26 0.29
H 3.45 0.43 -0.77 0.38
H -2.01 2.39 -1.26 0.32
H -2.69 3.31 -2.28 0.32
O -1.84 3.16 -1.85 -0.64
```